(1)
C5H9NS | ωB97M-V/def2-TZVPD

For the highest occupied orbital energy, the calculation gives -7.55 eV. The value obtained for the relative energy (zero: lowest compared OMol25 entry of this formula, charge and spin) is 318.4 kJ/mol. The gap between HOMO and LUMO comes out at 0.2796 hartree. As for the total energy: -17652.8933 eV. As for the SMILES: C/C(N)=C(\C)C=S. For the maximum force, the calculation gives 6.3 eV/Å.

Each line ends with the natural charge from an NBO analysis.
Cartesian coordinates (Å):
C: -2.50 0.60 0.09  -0.6663
C: -1.05 0.66 -0.05  0.3538
N: -0.36 1.71 -0.34  -0.7434
C: -0.29 -0.62 0.04  -0.2528
C: -1.05 -1.99 0.26  -0.6479
C: 1.08 -0.86 -0.06  -0.2639
S: 2.30 0.28 0.07  -0.2018
H: -2.91 0.05 1.02  0.2534
H: -2.83 1.57 0.20  0.2211
H: -2.76 0.19 -0.84  0.2458
H: -0.72 2.69 -0.82  0.4076
H: 0.64 1.51 -0.76  0.4382
H: -1.42 -2.41 1.34  0.2217
H: -0.60 -3.09 -0.28  0.2240
H: -1.95 -1.74 -0.38  0.1987
H: 1.14 -2.02 0.08  0.2120



(2)
C9H14O2 | ωB97M-V/def2-TZVPD

For the highest occupied orbital energy, the calculation gives -8.50 eV. The value obtained for the relative energy (zero: lowest compared OMol25 entry of this formula, charge and spin) is 157.2 kJ/mol. The gap between HOMO and LUMO comes out at 0.3352 hartree. As for the total energy: -13654.0273 eV. As for the SMILES: Cc1ccc(O)cc1.CCO. For the maximum force, the calculation gives 2.3 eV/Å.

Each line ends with the natural charge from an NBO analysis.
Cartesian coordinates (Å):
C: -2.10 0.45 -2.65  -0.6252
C: -0.86 -0.18 -2.04  -0.0336
C: -0.91 -1.39 -1.37  -0.1972
C: 0.28 -1.86 -0.83  -0.2908
C: 1.44 -1.13 -0.77  0.2907
O: 2.58 -1.55 -0.16  -0.6684
C: 1.49 0.09 -1.45  -0.2524
C: 0.36 0.51 -2.11  -0.1967
H: -3.00 0.04 -2.19  0.2129
H: -2.10 0.23 -3.72  0.2171
H: -2.17 1.48 -2.48  0.2153
H: -1.83 -1.94 -1.37  0.2148
H: 0.21 -2.79 -0.26  0.2008
H: 2.39 -2.22 0.50  0.4802
H: 2.38 0.69 -1.37  0.2238
H: 0.36 1.38 -2.74  0.2084
C: 0.15 2.40 3.32  -0.6455
C: -0.54 1.21 2.67  -0.0796
O: -1.50 0.70 3.62  -0.7386
H: 0.27 2.27 4.39  0.2262
H: -0.35 3.32 3.00  0.2128
H: 1.13 2.69 2.90  0.2101
H: -1.25 1.55 1.90  0.1678
H: 0.15 0.55 2.15  0.1748
H: -1.57 -0.26 3.62  0.4723



(3)
C4H11NO | ωB97M-V/def2-TZVPD

For the highest occupied orbital energy, the calculation gives -8.69 eV. The value obtained for the relative energy (zero: lowest compared OMol25 entry of this formula, charge and spin) is 253.0 kJ/mol. The gap between HOMO and LUMO comes out at 0.3622 hartree. As for the total energy: -7861.9317 eV. As for the SMILES: CCOCNC. For the maximum force, the calculation gives 3.3 eV/Å.

Each line ends with the natural charge from an NBO analysis.
Cartesian coordinates (Å):
C: -2.03 0.39 -1.08  -0.6567
C: -0.73 -0.25 -1.71  -0.0544
O: 0.47 0.05 -1.02  -0.5600
C: 0.80 -0.78 0.14  0.0879
N: 0.63 -0.20 1.41  -0.6894
C: 1.71 0.78 1.77  -0.4253
H: -1.68 1.18 -0.43  0.2291
H: -2.64 -0.44 -0.67  0.2034
H: -2.76 0.73 -1.84  0.2093
H: -0.96 -1.32 -1.61  0.1517
H: -0.61 0.03 -2.75  0.1875
H: 1.75 -1.33 0.11  0.1705
H: 0.05 -1.56 -0.04  0.1677
H: 0.07 -0.36 2.23  0.4021
H: 1.38 1.68 1.28  0.1938
H: 2.64 0.39 1.36  0.1844
H: 1.91 1.00 2.84  0.1982



(4)
C20H40Br8O9 | ωB97M-V/def2-TZVPD

For the highest occupied orbital energy, the calculation gives -10.15 eV. The value obtained for the relative energy (zero: lowest compared OMol25 entry of this formula, charge and spin) is 327.1 kJ/mol. The gap between HOMO and LUMO comes out at 0.3791 hartree. As for the total energy: -600152.5208 eV. As for the SMILES: CCOC(=O)OC.CCOC(=O)OC.CCOC(=O)OC.BrCCBr.BrCCBr.BrCCBr.BrCCBr. For the maximum force, the calculation gives 6.3 eV/Å.

Each line ends with the Löwdin charge.
Cartesian coordinates (Å):
C: -5.00 4.07 -10.15  -0.0672
C: -5.47 3.46 -8.80  -0.1858
O: -4.74 3.98 -7.65  0.0469
C: -4.53 3.30 -6.54  -0.4791
O: -4.91 2.14 -6.35  0.0992
O: -4.05 4.15 -5.51  -0.0258
C: -4.06 3.71 -4.25  -0.1406
H: -5.58 3.56 -10.91  0.0734
H: -3.97 4.04 -10.51  0.0761
H: -5.30 5.11 -10.20  0.0690
H: -5.49 2.39 -8.98  0.1136
H: -6.55 3.54 -8.72  0.1230
H: -3.90 4.59 -3.62  0.0995
H: -3.23 3.02 -4.09  0.0988
H: -4.97 3.22 -3.92  0.0996
C: -0.97 5.82 1.98  -0.0603
C: -1.57 6.36 3.20  -0.3215
O: -0.69 7.12 3.96  0.0159
C: -1.14 7.94 5.00  -0.4777
O: -2.32 8.25 5.26  0.0871
O: -0.08 8.56 5.55  -0.0100
C: -0.29 9.54 6.61  -0.0244
H: -1.55 5.00 1.56  0.0888
H: -0.01 5.41 2.31  0.0882
H: -0.93 6.71 1.36  0.0903
H: -1.82 5.60 3.94  0.1229
H: -2.62 6.65 3.14  0.1287
H: -1.05 10.27 6.32  0.0918
H: 0.61 10.05 6.95  0.0902
H: -0.67 9.09 7.52  0.0902
C: 4.66 -7.07 3.72  -0.0672
C: 4.21 -7.88 2.53  -0.2607
O: 4.99 -9.04 2.41  0.0352
C: 4.70 -10.27 2.90  -0.6611
O: 5.16 -11.27 2.41  0.1347
O: 3.93 -10.18 3.87  0.0240
C: 3.42 -11.32 4.63  0.0236
H: 5.66 -6.63 3.70  0.0882
H: 4.32 -7.67 4.57  0.0726
H: 3.85 -6.34 3.76  0.0734
H: 4.36 -7.24 1.66  0.1191
H: 3.12 -7.93 2.51  0.1255
H: 4.29 -11.55 5.25  0.1034
H: 3.12 -12.24 4.12  0.0961
H: 2.51 -11.01 5.15  0.0941
Br: -5.01 -3.48 8.51  0.5833
C: -4.38 -1.95 7.44  -0.6995
C: -2.87 -2.07 7.11  -0.7008
Br: -2.44 -0.68 5.82  0.6180
H: -4.72 -1.05 7.95  0.0525
H: -4.90 -1.92 6.48  0.0393
H: -2.61 -3.05 6.72  0.0517
H: -2.27 -1.96 8.02  0.0552
Br: 1.24 0.98 -7.50  0.4975
C: 1.24 -1.06 -7.76  -0.6203
C: 1.28 -1.78 -6.44  -0.6087
Br: 3.17 -1.54 -5.65  0.5180
H: 2.22 -1.35 -8.13  0.0305
H: 0.31 -1.24 -8.31  0.0597
H: 1.10 -2.83 -6.66  0.0632
H: 0.49 -1.48 -5.74  0.0590
Br: 7.80 1.25 -0.84  0.6060
C: 5.95 0.84 -1.27  -0.6866
C: 5.02 2.08 -1.03  -0.6707
Br: 3.24 1.85 -1.83  0.5774
H: 5.73 -0.15 -0.88  0.0570
H: 6.02 0.78 -2.36  0.0307
H: 5.39 3.01 -1.48  0.0461
H: 4.79 2.17 0.03  0.0422
Br: -1.84 -1.35 -1.50  0.5651
C: -0.73 -1.31 0.17  -0.6707
C: 0.41 -2.25 -0.09  -0.7235
Br: 1.45 -2.22 1.57  0.6115
H: -1.25 -1.63 1.07  0.0556
H: -0.32 -0.30 0.19  0.0503
H: 0.95 -2.02 -1.01  0.0581
H: 0.07 -3.28 -0.24  0.0509



(5)
C36H74N3O4S | ωB97M-V/def2-TZVPD

Its total charge is +1. For the highest occupied orbital energy, the calculation gives -10.00 eV. The gap between HOMO and LUMO comes out at 0.2139 hartree. As for the total energy: -62016.5841 eV. For the maximum force, the calculation gives 2.3 eV/Å.

Each line ends with the Löwdin charge.
Cartesian coordinates (Å):
C: -2.45 -3.95 -0.30  -0.1211
C: -2.66 -5.20 0.67  -0.2649
C: -2.30 -4.87 2.17  -0.2282
C: -3.26 -3.76 2.83  -0.1914
C: -3.33 -4.08 4.37  -0.2112
C: -2.47 -3.12 5.30  -0.1987
C: -1.05 -2.74 4.74  -0.2121
C: 0.16 -3.23 5.67  -0.1831
C: 1.44 -3.23 4.70  -0.2089
C: 2.81 -2.92 5.45  -0.1917
C: 3.40 -1.54 4.97  -0.1968
C: 3.79 -1.55 3.44  -0.1873
C: 4.52 -0.24 2.97  -0.1523
C: 5.97 -0.14 2.88  0.0238
N: 6.58 1.01 2.43  0.0695
C: 5.87 2.15 2.06  0.0342
C: 4.40 2.18 2.14  -0.1467
C: 3.65 3.48 1.69  -0.1467
C: 2.76 3.23 0.39  -0.2082
C: 3.59 2.63 -0.82  -0.2043
C: 4.25 3.83 -1.60  -0.1977
C: 5.15 3.43 -2.84  -0.2115
C: 5.74 1.97 -2.80  -0.2629
C: 7.06 1.78 -3.67  -0.1136
C: 3.70 0.95 2.62  -0.3671
S: 1.88 0.87 2.77  0.8738
H: -2.61 -4.32 -1.34  0.0695
H: -3.19 -3.17 0.01  0.0687
H: -1.37 -3.61 -0.22  0.0782
H: -3.69 -5.63 0.62  0.1078
H: -1.94 -5.99 0.30  0.1048
H: -1.22 -4.58 2.21  0.0936
H: -2.40 -5.84 2.74  0.1017
H: -4.26 -3.75 2.31  0.1084
H: -2.75 -2.77 2.65  0.1059
H: -4.41 -3.94 4.69  0.1071
H: -3.09 -5.16 4.63  0.1033
H: -3.12 -2.23 5.55  0.1071
H: -2.33 -3.67 6.28  0.1067
H: -0.82 -3.14 3.72  0.0771
H: -0.97 -1.61 4.72  0.1116
H: 0.31 -2.58 6.57  0.1118
H: -0.02 -4.31 5.92  0.1160
H: 1.24 -2.37 3.98  0.0810
H: 1.47 -4.15 4.06  0.1192
H: 2.62 -2.88 6.55  0.1088
H: 3.51 -3.76 5.22  0.1107
H: 2.62 -0.72 5.09  0.0999
H: 4.35 -1.30 5.54  0.1179
H: 2.85 -1.65 2.81  0.0913
H: 4.43 -2.43 3.14  0.1315
H: 6.59 -1.02 3.17  0.1545
H: 7.60 1.03 2.37  0.1707
H: 6.49 3.00 1.69  0.1510
H: 4.44 4.22 1.36  0.1105
H: 3.07 3.97 2.52  0.1189
H: 2.29 4.20 0.06  0.1159
H: 1.90 2.53 0.57  0.0642
H: 2.83 2.15 -1.51  0.1245
H: 4.30 1.81 -0.53  0.0885
H: 4.88 4.42 -0.87  0.1034
H: 3.40 4.48 -1.96  0.1154
H: 6.04 4.13 -2.84  0.1049
H: 4.63 3.58 -3.82  0.1169
H: 6.05 1.75 -1.73  0.0869
H: 4.94 1.26 -3.15  0.1087
H: 6.85 1.21 -4.61  0.0720
H: 7.54 2.76 -3.93  0.0692
H: 7.80 1.21 -3.05  0.0658
H: 1.56 2.20 2.92  -0.0759
C: -0.79 -1.93 -2.96  -0.1170
O: -2.13 -2.38 -3.03  -0.2170
C: -3.09 -1.33 -2.99  -0.2128
C: -3.80 -1.20 -4.32  -0.2067
N: -2.91 -0.68 -5.35  -0.0541
C: -3.45 -0.76 -6.71  -0.1960
C: -3.72 -2.15 -7.28  -0.2218
O: -2.54 -2.91 -7.51  -0.1763
C: -2.06 -3.63 -6.39  -0.0999
H: -0.14 -2.80 -2.85  0.0892
H: -0.51 -1.41 -3.88  0.0774
H: -0.64 -1.27 -2.10  0.0845
H: -2.64 -0.38 -2.68  0.1139
H: -3.82 -1.60 -2.22  0.1176
H: -4.65 -0.52 -4.21  0.1206
H: -4.18 -2.19 -4.59  0.1047
H: -2.04 -1.19 -5.33  0.0640
H: -2.73 -0.26 -7.37  0.1182
H: -4.38 -0.17 -6.76  0.1172
H: -4.18 -2.01 -8.27  0.1217
H: -4.44 -2.72 -6.69  0.1104
H: -2.87 -3.95 -5.72  0.0891
H: -1.34 -3.03 -5.84  0.0687
H: -1.54 -4.52 -6.75  0.0893
C: -4.40 2.92 -2.48  -0.1152
O: -4.35 4.23 -1.92  -0.1940
C: -5.13 4.36 -0.74  -0.2088
C: -4.23 4.57 0.47  -0.2052
N: -3.49 3.35 0.81  -0.0502
C: -2.44 3.56 1.80  -0.1998
C: -1.28 4.47 1.40  -0.2177
O: -0.45 3.95 0.37  -0.2133
C: -0.90 4.21 -0.95  -0.0844
H: -3.90 2.95 -3.45  0.0923
H: -3.87 2.21 -1.84  0.0689
H: -5.43 2.60 -2.63  0.0904
H: -5.81 3.51 -0.59  0.1236
H: -5.74 5.26 -0.87  0.1230
H: -4.85 4.86 1.33  0.1248
H: -3.55 5.39 0.24  0.1026
H: -3.07 2.98 -0.03  0.0657
H: -2.02 2.57 2.03  0.1131
H: -2.89 3.93 2.72  0.1198
H: -0.63 4.56 2.28  0.1140
H: -1.60 5.49 1.17  0.1127
H: -1.44 5.16 -1.03  0.0943
H: -1.53 3.39 -1.30  0.0741
H: -0.03 4.26 -1.60  0.0840



(6)
C14H11KN4O2S2 | ωB97M-V/def2-TZVPD

Its total charge is -2. For the highest occupied orbital energy, the calculation gives -1.10 eV. The value obtained for the relative energy (zero: lowest compared OMol25 entry of this formula, charge and spin) is 0.0 kJ/mol. The gap between HOMO and LUMO comes out at 0.2124 hartree. As for the total energy: -62749.9367 eV. For the maximum force, the calculation gives 0.2 eV/Å.

Each line ends with the natural charge from an NBO analysis.
Cartesian coordinates (Å):
K: 0.62 -0.05 -0.81  0.9434
N: 5.54 -1.32 3.63  -0.8433
C: 4.17 -1.13 3.34  0.2436
S: 3.81 0.10 2.18  -0.5636
N: 3.40 -1.91 4.03  -0.4608
N: 2.03 -1.84 3.84  -0.2241
C: 1.60 -2.09 2.68  0.0166
C: 0.17 -2.03 2.35  0.1547
C: -0.81 -1.86 3.33  -0.2381
C: -2.14 -1.79 2.93  -0.1744
C: -2.45 -1.90 1.58  -0.2627
C: -1.41 -2.06 0.69  0.0378
N: -0.13 -2.13 1.05  -0.4698
H: 6.06 -0.48 3.43  0.3732
H: 5.68 -1.67 4.57  0.3582
H: 2.27 -2.33 1.85  0.1885
H: -0.51 -1.76 4.36  0.2301
H: -2.92 -1.64 3.67  0.1991
H: -3.46 -1.81 1.22  0.2210
H: -1.61 -2.10 -0.38  0.2208
O: -1.68 -0.88 -3.59  -0.7322
C: -0.79 -0.02 -3.46  0.7332
O: 0.46 -0.22 -3.38  -0.8502
C: -1.21 1.45 -3.46  -0.0790
C: -0.98 2.14 -4.65  -0.2289
C: -1.33 3.48 -4.81  -0.2848
C: -1.91 4.14 -3.74  -0.2502
C: -2.13 3.47 -2.55  -0.2437
C: -1.80 2.11 -2.36  -0.1675
S: -2.13 1.37 -0.80  -0.6035
H: -0.51 1.61 -5.46  0.1977
H: -1.14 3.99 -5.75  0.1809
H: -2.19 5.19 -3.82  0.1795
H: -2.58 3.99 -1.71  0.1986